Model 1:
A cluster of 2 separate species, C4H12OS2 in total. Source: the Open Molecules 2025 dataset; level of theory: ωB97M-V/def2-TZVPD.

The charge is 0. Its SMILES is CCSSCC.O. The frontier orbital gap comes out at 9.539 eV. Its multiplicity is 1. The LUMO energy comes out at 0.705 eV.

Geometry as XYZ:
```
19
Properties=species:S:1:pos:R:3:mulliken_charge:R:1
C 1.86818 -0.09696 -1.21482 -0.863
C 2.23388 1.23660 -0.53276 -0.507
S 1.83471 1.33673 1.21496 -0.130
S -0.11592 1.80518 1.26860 -0.130
C -1.07273 0.25039 1.12992 -0.059
C -2.53653 0.68401 1.21835 -1.259
H 1.20796 -0.70026 -0.59647 0.147
H 2.75852 -0.70133 -1.37747 0.339
H 1.46639 0.08054 -2.20403 0.308
H 1.76682 2.06780 -1.07194 0.317
H 3.29643 1.41157 -0.63771 0.353
H -0.83816 -0.21361 0.17853 0.136
H -0.83133 -0.38351 1.96506 0.332
H -3.18836 -0.11214 1.52817 0.354
H -2.87702 1.09663 0.26967 0.337
H -2.70709 1.49222 1.94304 0.337
H -1.02548 -3.38882 -0.34000 0.318
H -0.17178 -2.82881 -1.51141 0.315
O -1.06849 -3.03623 -1.22968 -0.646
```


Model 2:
A cluster of 2 separate species, C4H12OS2 in total. Source: the Open Molecules 2025 dataset; level of theory: ωB97M-V/def2-TZVPD.

The charge is 0. Its SMILES is CCSSCC.O. The frontier orbital gap comes out at 8.252 eV. Its multiplicity is 1. The LUMO energy comes out at 0.572 eV.

Geometry as XYZ:
```
19
Properties=species:S:1:pos:R:3:mulliken_charge:R:1
C -2.12122 -0.06308 -0.77444 -0.864
C -2.35296 0.76152 0.62363 -0.537
S -0.77390 1.10472 1.64674 -0.147
S 0.43586 -0.15131 0.79232 -0.076
C 2.01057 0.75610 0.42954 -0.362
C 2.37332 -0.18138 -0.80574 -1.010
H -2.51929 0.65168 -1.47560 0.338
H -2.58147 -1.05627 -0.63308 0.308
H -1.14858 -0.15555 -1.17328 0.164
H -2.89642 0.09593 1.32866 0.292
H -2.76187 1.71896 0.48548 0.401
H 1.78141 1.80376 0.21247 0.389
H 2.79742 0.54852 1.20314 0.242
H 3.21156 0.31380 -1.38860 0.313
H 1.60803 -0.57988 -1.54832 0.177
H 2.77982 -1.04062 -0.36990 0.365
H 0.20617 -2.48987 -4.07610 0.331
H 0.08279 -1.95836 -2.76341 0.297
O 0.67384 -2.59320 -3.20804 -0.620
```


Model 3:
A cluster of 2 separate species, C4H12OS2 in total. Source: the Open Molecules 2025 dataset; level of theory: ωB97M-V/def2-TZVPD.

The charge is 0. Its SMILES is CCSSCC.O. The frontier orbital gap comes out at 9.522 eV. Its multiplicity is 1. The LUMO energy comes out at 0.759 eV.

Geometry as XYZ:
```
19
Properties=species:S:1:pos:R:3:mulliken_charge:R:1
S 0.83116 -1.15303 -0.97378 -0.095
S -0.73523 -0.49887 -2.01393 -0.135
C 3.13021 0.40254 -0.60671 -1.070
C -1.68733 0.19865 0.54163 -1.104
C 2.10843 -0.06653 -1.63066 -0.326
C -1.35269 0.77484 -0.87401 -0.463
H 2.80824 1.13698 0.15061 0.281
H 3.99412 0.81660 -1.15337 0.328
H 3.44919 -0.51845 -0.09033 0.289
H -2.28416 -0.72813 0.50345 0.310
H -2.28400 0.98106 1.04005 0.392
H -0.78226 0.00973 1.14310 0.358
H 1.72171 0.88710 -2.03868 0.287
H 2.63188 -0.59557 -2.45015 0.338
H -0.61337 1.59841 -0.85002 0.255
H -2.34026 1.21586 -1.10993 0.355
O -2.62017 -1.66421 3.20724 -0.630
H -3.27726 -0.95255 3.03399 0.323
H -2.69819 -1.84448 4.17143 0.307
```


Model 4:
A cluster of 2 separate species, C4H12OS2 in total. Source: the Open Molecules 2025 dataset; level of theory: ωB97M-V/def2-TZVPD.

The charge is 0. Its SMILES is CCCSSC.O. The frontier orbital gap comes out at 9.360 eV. Its multiplicity is 1. The LUMO energy comes out at 0.588 eV.

Geometry as XYZ:
```
19
Properties=species:S:1:pos:R:3:mulliken_charge:R:1
C 1.44763 1.32202 0.42493 -0.227
C 1.50635 2.54316 -0.49698 -1.162
C 0.22297 1.24436 1.33266 -0.570
S -1.37658 0.86737 0.57842 -0.099
S -1.19978 -0.83909 -0.47329 -0.051
C -1.51148 -2.13005 0.78300 -0.804
H 1.50798 0.45709 -0.24058 0.148
H 2.34197 1.31579 1.04914 0.323
H 1.77472 3.40016 0.14194 0.299
H 2.30324 2.48403 -1.23227 0.344
H 0.51518 2.75955 -0.89553 0.309
H 0.49372 0.51092 2.09858 0.296
H 0.07018 2.20560 1.83271 0.332
H -2.43494 -2.67666 0.59056 0.320
H -0.72530 -2.86973 0.91880 0.278
H -1.64875 -1.64912 1.75374 0.259
H 3.03382 -2.45978 -2.60164 0.313
H 2.51207 -2.76423 -1.14664 0.307
O 2.74017 -2.06349 -1.74811 -0.615
```


What should be chosen as the most stable of them? Choose model 1.


Model 1:
A cluster of 2 separate species, C4H12OS2 in total. Source: the Open Molecules 2025 dataset; level of theory: ωB97M-V/def2-TZVPD.

The charge is 0. Its SMILES is CCSS.CCO. The frontier orbital gap comes out at 9.930 eV. Its multiplicity is 1. The LUMO energy comes out at 0.574 eV.

Geometry as XYZ:
```
19
Properties=species:S:1:pos:R:3:mulliken_charge:R:1
O 0.93051 -0.80419 0.34478 -0.527
C 2.16042 -1.74048 2.14434 -1.136
C 1.92351 -0.49168 1.32563 -0.050
H 0.76944 -0.00020 -0.19194 0.208
H 2.51193 -2.56128 1.49677 0.282
H 1.22618 -2.05713 2.63782 0.281
H 2.92206 -1.55344 2.91992 0.353
H 1.57954 0.33548 1.97597 0.262
H 2.86263 -0.16762 0.83728 0.275
S -1.69094 1.55383 1.06592 -0.181
S -0.74275 2.21833 -0.62464 -0.105
C -1.81075 0.09262 -2.10584 -0.902
C -1.82663 1.60402 -1.94746 -0.374
H -1.10385 0.34313 1.17560 0.153
H -0.78681 -0.26502 -2.30643 0.241
H -2.45936 -0.20828 -2.94571 0.353
H -2.17880 -0.39205 -1.18593 0.256
H -1.43745 2.10741 -2.85332 0.309
H -2.84888 1.98657 -1.76276 0.303
```


Model 2:
A cluster of 2 separate species, C4H12OS2 in total. Source: the Open Molecules 2025 dataset; level of theory: ωB97M-V/def2-TZVPD.

The charge is 0. Its SMILES is CCSSCC.O. The frontier orbital gap comes out at 9.359 eV. Its multiplicity is 1. The LUMO energy comes out at 0.288 eV.

Geometry as XYZ:
```
19
Properties=species:S:1:pos:R:3:mulliken_charge:R:1
C -1.62425 1.13783 -1.93901 -1.122
C -0.27770 1.28332 -1.44008 -0.186
S 0.96638 0.02942 -1.61839 -0.113
S -0.14722 -1.69345 -1.03151 -0.145
C 0.43036 -1.76386 0.62665 -0.373
C -0.50257 -1.61794 1.95045 -0.810
H -1.57675 0.29771 -2.67084 0.265
H -2.42915 0.87258 -1.38328 0.390
H -2.03338 2.14448 -2.31022 0.292
H 0.24740 2.02610 -2.00958 0.296
H -0.55521 1.74480 -0.42542 0.175
H 0.90273 -0.74039 0.97049 0.198
H 1.23814 -2.53113 0.62539 0.378
H -0.06463 -1.98009 2.87360 0.295
H -0.67391 -0.48518 1.92560 0.197
H -1.49938 -2.08818 1.81602 0.263
H 0.19834 3.23120 3.92711 0.320
H 1.04269 2.64943 5.02043 0.315
O 0.49269 3.40587 4.85638 -0.635
```


What should be chosen as the most stable of them? Choose model 1.


Model 1:
An isolated molecule of C2H4N2S2. Source: the Open Molecules 2025 dataset; level of theory: ωB97M-V/def2-TZVPD.

The charge is 0. Its SMILES is S=CN/C=N/S. The frontier orbital gap comes out at 8.600 eV. Its multiplicity is 1. The LUMO energy comes out at 0.055 eV.

Geometry as XYZ:
```
10
Properties=species:S:1:pos:R:3:mulliken_charge:R:1
C 0.63679 0.26803 -0.00005 0.182
C -1.82518 0.45150 -0.03127 0.015
H 3.79943 -1.02618 0.04327 0.157
H 0.62822 1.34658 0.13899 0.220
H -0.73313 -1.26256 0.05370 0.282
H -1.63088 1.55734 0.06190 0.189
N 1.62837 -0.53229 0.02384 -0.450
N -0.63130 -0.25317 -0.02144 -0.142
S 3.17733 0.14868 -0.01195 -0.136
S -3.29688 -0.11332 0.00403 -0.316
```


Model 2:
An isolated molecule of C2H4N2S2. Source: the Open Molecules 2025 dataset; level of theory: ωB97M-V/def2-TZVPD.

The charge is 0. Its SMILES is C=NS/C=N\S. The frontier orbital gap comes out at 7.704 eV. Its multiplicity is 1. The LUMO energy comes out at -0.654 eV.

Geometry as XYZ:
```
10
Properties=species:S:1:pos:R:3:mulliken_charge:R:1
C 0.94671 -0.92959 -0.52696 -0.083
C -0.56563 2.86735 -0.17342 -0.252
H -1.04433 -0.18970 0.37288 0.301
H 1.69071 -1.20912 -1.13896 0.332
H 0.43662 3.53871 -0.45458 0.176
H -1.24899 3.28369 0.40495 0.327
N 0.50964 -2.14403 0.05096 -0.339
N -0.62959 1.52283 -0.21879 -0.368
S -0.78231 -1.51264 1.28144 -0.202
S 0.70226 0.71878 -0.89439 0.108
```


What should be chosen as the most stable of them? Choose model 1.


Model 1:
An isolated molecule of C2H4N2S2. Source: the Open Molecules 2025 dataset; level of theory: ωB97M-V/def2-TZVPD.

The charge is 0. Its SMILES is N/N=C/C(=S)S. The frontier orbital gap comes out at 7.885 eV. Its multiplicity is 1. The LUMO energy comes out at -0.710 eV.

Geometry as XYZ:
```
10
Properties=species:S:1:pos:R:3:mulliken_charge:R:1
C -0.30916 -0.60355 -0.15742 -0.160
C -1.65485 0.08171 -0.11296 0.361
H 2.80968 0.51573 0.22950 0.222
H 2.24172 -1.19214 -0.00913 0.232
H -0.45805 -1.80891 -0.10585 0.257
H -0.68545 2.35393 0.54752 0.176
N 2.03718 -0.17539 -0.01111 -0.473
N 0.74070 0.18919 -0.24026 -0.118
S -1.93446 1.79152 -0.10555 -0.192
S -2.78731 -1.15209 -0.03473 -0.304
```


Model 2:
An isolated molecule of C2H4N2S2. Source: the Open Molecules 2025 dataset; level of theory: ωB97M-V/def2-TZVPD.

The charge is 0. Its SMILES is [H]/N=C/NSC=S. The frontier orbital gap comes out at 8.384 eV. Its multiplicity is 1. The LUMO energy comes out at -0.206 eV.

Geometry as XYZ:
```
10
Properties=species:S:1:pos:R:3:mulliken_charge:R:1
C 1.15674 -0.16275 0.34042 0.071
C -1.98446 0.24164 0.08190 -0.133
H 2.19617 -1.67373 0.40898 0.240
H 0.99155 -0.00441 1.44058 0.364
H 1.06323 0.93667 -1.46879 0.348
H -2.91392 0.77939 0.24095 0.279
N 1.82366 -1.10748 -0.34510 -0.651
N 0.49761 0.75446 -0.37712 -0.311
S -0.86880 1.53977 -0.12112 0.032
S -1.96179 -1.30357 -0.20069 -0.239
```


Model 3:
A cluster of 2 separate species, C2H4N2S2 in total. Source: the Open Molecules 2025 dataset; level of theory: ωB97M-V/def2-TZVPD.

The charge is 0. Its SMILES is S=NN=S.C=C. The frontier orbital gap comes out at 7.313 eV. Its multiplicity is 1. The LUMO energy comes out at -1.329 eV.

Geometry as XYZ:
```
10
Properties=species:S:1:pos:R:3:mulliken_charge:R:1
C -0.43924 -0.09507 -0.31087 -0.614
C -0.21265 1.01375 -1.01361 -0.438
N 2.00689 0.03923 3.54308 0.074
N 2.06589 0.94402 2.79141 0.110
S 1.82116 2.44235 2.39821 -0.096
S 2.23471 -1.45677 3.95867 -0.093
H -0.05868 -1.10010 -0.50672 0.268
H -1.25801 -0.12755 0.22783 0.306
H -0.89387 1.80955 -0.74017 0.209
H 0.60766 1.15937 -1.66170 0.274
```


What should be chosen as the most stable of them? Choose model 2.